No. 1
{
  "formula": "C36H99N9O9",
  "method": "ωB97M-V with the def2-TZVPD basis set",
  "symbols": ["O", "O", "O", "O", "O", "O", "O", "O", "O", "N", "N", "N", "N", "N", "N", "N", "N", "N", "C", "C", "C", "C", "C", "C", "C", "C", "C", "C", "C", "C", "C", "C", "C", "C", "C", "C", "C", "C", "C", "C", "C", "C", "C", "C", "C", "C", "C", "C", "C", "C", "C", "C", "C", "C", "H", "H", "H", "H", "H", "H", "H", "H", "H", "H", "H", "H", "H", "H", "H", "H", "H", "H", "H", "H", "H", "H", "H", "H", "H", "H", "H", "H", "H", "H", "H", "H", "H", "H", "H", "H", "H", "H", "H", "H", "H", "H", "H", "H", "H", "H", "H", "H", "H", "H", "H", "H", "H", "H", "H", "H", "H", "H", "H", "H", "H", "H", "H", "H", "H", "H", "H", "H", "H", "H", "H", "H", "H", "H", "H", "H", "H", "H", "H", "H", "H", "H", "H", "H", "H", "H", "H", "H", "H", "H", "H", "H", "H", "H", "H", "H", "H", "H", "H"],
  "xyz": [[-10.490, 2.174, -4.466], [-2.597, 8.764, -7.002], [-2.429, -8.400, 12.305], [-0.849, -2.990, 1.054], [4.846, -0.349, -8.502], [-2.930, -1.610, -13.490], [-0.952, 4.720, 3.360], [7.451, -2.937, 11.296], [7.297, -2.151, 2.087], [5.493, 0.850, 1.078], [-8.627, 1.408, -2.313], [-0.952, -9.169, 14.614], [1.000, 7.973, -6.823], [-2.361, -1.176, -10.770], [-4.185, 3.647, 5.112], [-0.220, -0.269, -0.151], [7.557, 0.564, -6.184], [5.071, -1.423, 10.668], [-9.005, 2.729, -2.679], [-2.483, -1.963, -14.811], [-2.590, -0.296, -13.139], [6.244, -3.587, 10.793], [6.178, -0.004, 2.028], [-2.754, 3.639, 4.941], [-11.468, 3.025, -5.142], [-0.060, 5.439, 4.304], [-0.683, 7.509, -5.068], [6.815, -1.140, 1.161], [-2.936, -0.070, -11.646], [4.961, -2.813, 11.070], [-3.044, -9.383, 13.315], [7.948, -3.250, 1.576], [4.617, -0.759, -9.855], [-2.383, 1.294, -11.107], [5.201, -0.415, 3.073], [8.621, -3.728, 11.315], [-2.290, 4.610, 3.747], [-0.358, -2.720, -0.306], [-2.659, -7.844, 15.292], [-1.163, 8.875, -7.155], [5.608, 1.555, -6.341], [3.783, -3.399, 10.389], [-0.510, -1.177, -2.337], [-2.241, 2.176, 4.895], [-0.412, 7.720, -6.546], [-0.901, -1.367, -0.883], [-0.112, -3.991, 1.760], [-8.017, 3.680, -2.116], [-9.282, 2.835, -4.176], [6.181, -0.025, -8.215], [-2.361, -9.177, 14.686], [-3.195, 9.851, -7.658], [6.250, 0.229, -6.745], [-3.050, -8.434, 11.022], [-11.255, 3.142, -6.205], [-12.436, 2.524, -5.134], [1.576, 7.307, -6.329], [-1.298, 1.279, -11.000], [-3.720, -9.292, 11.072], [8.351, -3.906, 2.348], [6.721, -0.939, -8.462], [2.958, -2.898, 10.897], [-2.931, 10.072, -8.692], [-9.314, 3.840, -4.598], [-2.986, -2.881, -15.113], [-0.827, -1.902, -3.087], [-2.038, -7.626, 16.160], [-7.921, 4.551, -2.765], [-8.465, 2.289, -4.648], [6.126, -4.489, 11.395], [-0.333, -4.974, 1.343], [-0.152, 5.069, 5.325], [-0.451, -3.808, 2.779], [3.893, -3.119, 9.342], [-0.719, 0.553, -0.460], [0.729, -2.644, -0.350], [8.902, -4.042, 10.310], [-2.420, 4.166, 5.835], [-2.504, -2.070, -11.217], [-1.387, -0.949, -10.628], [-4.220, 9.489, -7.733], [4.333, -0.855, 2.582], [-1.410, -2.154, -14.824], [-2.404, 1.625, 5.821], [-0.675, -10.055, 14.218], [-1.174, 2.062, 4.705], [-2.354, -8.536, 10.189], [5.491, -1.239, 3.726], [-1.598, 6.923, -4.982], [-2.857, -1.351, -15.632], [-3.143, 0.445, -13.716], [3.542, -4.438, 10.611], [-0.712, 9.821, -6.856], [-2.773, 4.349, 2.805], [4.312, -0.929, 11.117], [6.645, 0.809, -8.742], [0.922, -3.659, 1.671], [-4.116, -9.217, 13.423], [0.554, -1.223, -2.571], [-3.684, -7.575, 10.805], [5.703, -0.578, -6.258], [4.602, -2.661, 12.088], [9.479, -3.226, 11.763], [-3.707, -7.727, 15.567], [-3.014, -10.449, 13.087], [6.319, -3.868, 9.743], [8.416, -4.624, 11.901], [3.530, -0.727, -9.938], [6.990, 0.415, 2.623], [-4.018, -0.024, -11.517], [-2.794, 1.505, 4.238], [-8.113, 1.032, -3.097], [-2.821, 1.440, -10.120], [-1.956, -1.218, -0.652], [7.252, -3.856, 0.997], [-2.559, 5.629, 4.023], [6.172, -1.604, 0.414], [4.927, 1.530, 1.565], [-11.678, 4.060, -4.872], [7.585, -0.724, 0.511], [5.993, 2.242, -7.095], [-6.974, 3.364, -2.146], [-0.845, -8.560, 13.815], [-0.628, -3.553, -0.955], [8.747, -2.993, 0.880], [5.077, -0.111, -10.601], [-1.522, -0.167, -13.319], [-0.361, 6.487, 4.310], [-9.910, 2.894, -2.095], [-3.281, 10.735, -7.027], [5.788, 1.934, -5.335], [-0.916, -0.275, -2.793], [1.125, 7.571, -7.741], [-4.616, 3.266, 4.282], [-2.720, 2.005, -11.861], [4.522, 1.487, -6.410], [-0.426, -0.308, 0.837], [-4.550, 3.070, 5.856], [7.962, 1.278, -6.773], [4.788, 0.233, 0.699], [4.840, 0.444, 3.638], [-0.829, 6.795, -6.945], [-8.438, 4.016, -1.169], [-2.265, -7.212, 14.496], [-0.609, 8.449, -4.521], [7.698, 0.896, -5.241], [-0.945, 8.803, -8.221], [0.109, 6.872, -4.674], [4.860, -1.791, -10.108], [-9.416, 0.782, -2.390], [-2.732, -9.990, 15.311], [0.965, 5.284, 3.967], [5.842, -1.068, 11.214]],
  "forces_ev_per_angstrom": [[-1.8, 1.3, -0.8], [2.4, 0.5, -0.2], [-0.7, -1.7, 1.5], [0.2, 0.9, -1.8], [-0.3, 0.5, -1.0], [-0.2, -0.4, -1.3], [2.2, -0.4, 1.4], [-1.0, 0.7, -0.4], [-0.4, 1.7, 0.4], [0.3, 0.6, -0.4], [0.2, -2.1, -0.3], [1.4, -0.9, -1.0], [0.0, -0.9, -0.6], [-1.3, 1.7, -0.7], [-1.1, 0.7, -1.2], [0.0, 0.1, -0.3], [3.0, -2.1, -1.6], [0.6, 0.9, -0.5], [-1.1, 0.4, 0.1], [-0.9, -0.9, 0.4], [-0.1, 0.3, 1.1], [0.8, -0.1, 1.8], [0.6, -1.2, -0.3], [1.1, -0.3, 0.1], [-0.2, -1.1, -0.8], [-1.5, -0.9, -0.8], [0.7, 0.0, -0.1], [0.2, -0.7, 1.3], [1.8, -0.7, 1.0], [0.3, 0.8, 0.8], [0.3, 1.6, -0.3], [0.0, -0.7, -1.3], [-0.9, 0.2, 0.5], [-0.8, -1.6, -0.8], [-1.3, -1.7, 0.3], [-0.7, -0.7, -0.2], [-0.8, 0.0, 0.5], [-1.0, 0.3, 0.4], [-0.3, 0.5, 0.0], [-0.4, -0.7, -0.7], [-2.7, 0.0, -1.3], [-0.8, 0.0, 0.0], [-0.3, -0.5, -1.5], [0.5, -0.1, 0.2], [-0.8, -0.2, 1.2], [1.2, -0.5, 1.4], [-0.4, 1.9, -0.6], [0.7, 1.8, -0.8], [0.1, 0.1, 0.3], [0.8, -1.4, 0.3], [-1.7, -0.3, 0.4], [-2.5, -0.6, 0.5], [-0.5, 2.3, 3.3], [-0.8, -0.8, 0.6], [0.6, -0.4, -0.2], [0.2, -0.3, 0.4], [0.0, 0.0, 0.9], [0.0, 0.1, -0.2], [-0.1, -0.1, -0.8], [-0.1, 0.4, 0.3], [0.8, 0.1, 0.0], [-0.5, 0.3, -0.8], [0.8, -0.1, 0.1], [0.2, 0.2, 0.3], [0.1, -0.5, 0.7], [-0.8, -0.7, 0.5], [-0.1, -0.4, 0.1], [-0.5, 0.5, 0.0], [0.2, 0.0, -0.4], [0.1, -0.5, -0.2], [0.3, -0.2, 0.3], [-0.1, -0.2, 0.0], [0.2, -0.8, 0.1], [-0.6, -0.4, -0.2], [0.3, 0.5, 0.0], [0.2, 0.0, 0.4], [0.1, 0.0, -0.2], [0.6, -0.4, 0.2], [0.3, 0.0, -0.1], [0.2, -0.5, -0.1], [-0.4, 0.3, -0.2], [-0.4, 0.1, -0.2], [0.1, 0.4, -0.2], [0.0, 0.6, 0.6], [0.5, -0.5, 0.1], [0.0, 0.2, -0.3], [0.3, -0.1, 0.3], [0.6, 0.4, 0.3], [-0.2, 0.6, 0.5], [0.4, 1.1, 0.3], [-0.1, 0.1, -0.4], [0.6, -0.3, -0.4], [-0.4, 0.2, 0.6], [-0.4, -0.1, 0.1], [-0.6, 0.1, -0.3], [-0.4, 0.3, -0.6], [0.4, -0.8, 0.2], [-0.1, 0.6, -0.2], [0.3, 0.5, 0.9], [0.1, 0.4, 0.4], [0.6, -0.3, 0.3], [1.1, -1.5, 0.9], [-0.4, 0.4, 0.0], [0.0, 0.4, -0.4], [0.8, 0.0, -0.9], [0.1, 0.3, -0.2], [0.2, -0.3, 0.1], [0.0, 0.2, -0.3], [0.4, 0.8, -0.7], [-0.1, -0.3, -0.1], [0.0, 0.5, -0.8], [1.0, -0.1, 0.0], [0.0, 0.4, -0.2], [-0.3, -0.8, -0.6], [-0.2, -0.3, -0.2], [-0.9, 0.0, 0.2], [-0.9, -0.1, 0.3], [0.2, 0.4, 0.2], [0.7, 0.0, 1.3], [0.6, 0.2, 0.4], [-0.3, 0.6, 0.2], [-0.2, -0.6, 0.8], [1.0, 0.5, -0.2], [-0.3, -0.1, -0.1], [0.3, 0.2, 0.0], [0.0, 0.2, 0.1], [0.3, 0.3, 0.1], [0.2, 0.2, -0.1], [-0.5, 0.3, -0.5], [0.6, 0.3, -0.1], [0.4, -0.4, -0.1], [0.2, 0.4, 0.5], [0.3, 0.6, -0.8], [-0.2, 0.0, -0.3], [0.2, 0.6, 0.5], [-0.4, 0.4, -0.4], [-0.1, -0.4, 0.3], [0.5, 0.0, 0.3], [0.2, 0.0, -0.1], [-0.2, 0.0, -0.5], [0.2, 0.0, 0.1], [0.4, -0.2, -0.9], [1.0, 0.0, 0.3], [-0.8, 1.0, 0.2], [-0.6, -0.1, 0.2], [-1.0, -0.4, 0.0], [-0.1, 0.2, -0.4], [0.1, -0.1, 0.1], [0.6, -0.2, 0.5], [-0.6, 0.0, 0.5], [0.1, -0.2, 0.2], [-0.2, 0.2, -0.1], [0.7, 0.2, -0.3]],
  "orbital_gap_ev": 8.99,
  "charge": 0,
  "e_above_lowest_kcal_mol": 178.0,
  "e_lumo_ev": 0.594,
  "homo_ev": -8.40,
  "multiplicity": 1,
  "smiles": "COC[C@H](C)N.COC[C@H](C)N.COC[C@H](C)N.COC[C@H](C)N.COC[C@H](C)N.COC[C@H](C)N.COC[C@H](C)N.COC[C@H](C)N.COC[C@H](C)N",
  "energy_ha": -2600.5508
}



No. 2
{
  "formula": "C24H39BrMgN10O7S",
  "method": "ωB97M-V with the def2-TZVPD basis set",
  "symbols": ["Br", "S", "Mg", "O", "O", "O", "O", "O", "O", "O", "N", "N", "N", "N", "N", "N", "N", "N", "N", "N", "C", "C", "C", "C", "C", "C", "C", "C", "C", "C", "C", "C", "C", "C", "C", "C", "C", "C", "C", "C", "C", "C", "C", "C", "H", "H", "H", "H", "H", "H", "H", "H", "H", "H", "H", "H", "H", "H", "H", "H", "H", "H", "H", "H", "H", "H", "H", "H", "H", "H", "H", "H", "H", "H", "H", "H", "H", "H", "H", "H", "H", "H", "H"],
  "xyz": [[2.147, 1.656, 5.631], [-0.347, -3.426, -6.007], [-0.089, 0.591, 1.058], [0.390, -1.183, 1.679], [1.850, -2.816, 1.242], [1.774, 1.358, 0.441], [-2.781, 2.022, -3.950], [-2.174, 0.386, -5.233], [-1.465, -4.269, -6.316], [0.157, -2.470, -6.958], [2.027, -0.219, 3.622], [-0.460, 0.217, -1.107], [-0.771, -1.500, 3.984], [-0.368, -0.464, -3.214], [-0.616, 1.599, 3.020], [1.087, 4.587, -0.681], [-1.212, 4.732, -0.239], [0.056, 2.829, 0.289], [-2.273, -0.117, 1.179], [-2.156, 1.009, -4.193], [0.034, -1.231, -4.407], [2.133, 3.591, -0.524], [-0.812, -2.482, -4.552], [-1.363, 0.939, -1.834], [1.351, 2.472, 0.114], [-3.250, 0.064, 2.277], [1.542, -1.802, 1.820], [-1.884, 0.551, 4.885], [3.795, -1.670, 2.914], [-3.100, 1.456, 2.889], [2.856, 0.293, 4.506], [1.306, 5.904, -1.257], [2.497, -1.197, 2.833], [4.181, -0.087, 4.668], [0.130, -0.617, -1.965], [1.503, -5.290, -6.640], [-0.054, 4.081, -0.219], [1.207, -1.568, -1.597], [1.001, -4.453, -5.471], [-2.078, -0.886, 4.416], [-1.325, 0.523, -3.122], [-1.881, 1.616, 3.794], [4.651, -1.096, 3.846], [-3.156, -1.033, 3.344], [-0.991, 0.636, 5.509], [2.292, 6.255, -0.964], [-1.323, 5.611, -0.714], [-0.091, -0.596, -5.277], [-2.042, 4.263, 0.078], [2.350, -5.890, -6.314], [-3.098, -2.018, 2.872], [-2.663, 0.313, 0.344], [2.554, 3.277, -1.482], [4.108, -2.467, 2.256], [-3.989, 1.668, 3.488], [0.580, 6.613, -0.865], [-0.401, -1.210, 3.028], [-1.962, 2.579, 4.305], [1.243, 5.875, -2.345], [-0.501, 2.521, 2.603], [-1.986, 1.715, -1.426], [-2.726, 0.770, 5.546], [-0.753, -3.135, -3.680], [1.094, -1.450, -4.311], [0.827, -2.338, -0.928], [-2.378, -1.480, 5.280], [1.993, -1.037, -1.061], [-0.026, -1.273, 4.645], [2.942, 3.934, 0.124], [-3.087, 2.208, 2.095], [-1.857, -2.225, -4.729], [1.649, -2.047, -2.465], [0.722, -5.958, -6.997], [-2.192, -1.101, 0.930], [0.172, 1.510, 3.662], [-4.108, -1.029, 3.880], [0.621, -5.074, -4.660], [4.806, 0.387, 5.410], [1.825, -4.655, -7.463], [-4.259, -0.015, 1.863], [5.674, -1.434, 3.936], [1.780, -3.787, -5.092], [-0.855, -2.517, 3.955]],
  "forces_ev_per_angstrom": [[0.0, 0.0, 0.0], [-0.1, 0.0, -0.1], [-0.5, -0.2, -0.2], [0.2, -0.1, -0.1], [0.0, 0.0, -0.1], [-0.1, 0.2, 0.2], [0.0, 0.0, 0.0], [0.0, 0.0, 0.1], [0.0, 0.0, 0.0], [0.0, 0.0, 0.0], [-0.1, -0.1, 0.1], [0.0, 0.0, 0.0], [-0.2, 0.0, 0.2], [0.0, 0.0, 0.1], [0.3, 0.2, -0.2], [0.0, 0.0, 0.1], [0.0, 0.0, 0.0], [0.1, 0.2, -0.1], [0.1, 0.1, -0.2], [0.1, 0.0, -0.1], [0.0, 0.1, 0.0], [0.0, 0.0, -0.1], [0.0, 0.0, 0.0], [0.0, 0.0, 0.1], [0.1, -0.1, 0.1], [0.0, 0.0, 0.1], [0.0, -0.1, 0.2], [-0.1, 0.0, 0.1], [0.0, 0.0, 0.0], [0.0, 0.0, 0.0], [0.1, 0.0, 0.0], [0.0, 0.0, 0.0], [0.1, 0.0, -0.1], [0.0, 0.0, 0.0], [0.0, 0.0, -0.1], [0.0, 0.0, 0.0], [-0.1, 0.0, 0.0], [0.0, 0.0, 0.0], [0.0, 0.0, 0.1], [0.1, -0.1, 0.0], [0.0, 0.0, -0.1], [0.0, 0.0, 0.0], [0.0, 0.0, 0.0], [0.0, 0.0, 0.0], [0.0, 0.0, 0.0], [0.0, 0.0, 0.0], [0.0, 0.0, 0.0], [0.0, 0.0, 0.0], [0.0, 0.0, 0.0], [0.0, 0.0, 0.0], [0.0, 0.0, 0.0], [0.0, 0.0, 0.0], [0.0, 0.0, 0.0], [0.0, 0.0, 0.0], [0.0, 0.0, 0.0], [0.0, 0.0, 0.0], [0.1, 0.0, 0.0], [0.0, 0.0, 0.0], [0.0, 0.0, 0.0], [0.0, 0.0, 0.1], [0.0, 0.0, 0.0], [0.0, 0.0, 0.0], [0.0, 0.0, 0.0], [0.0, 0.0, 0.0], [0.0, 0.0, 0.0], [0.0, 0.0, 0.0], [0.0, 0.0, 0.0], [0.0, 0.0, 0.0], [0.0, 0.0, 0.0], [0.0, 0.0, 0.0], [0.0, 0.0, 0.0], [0.0, 0.0, 0.0], [0.0, 0.0, 0.0], [0.0, 0.0, 0.0], [0.0, -0.1, 0.0], [0.0, 0.0, 0.0], [0.0, 0.0, 0.0], [0.0, 0.0, 0.0], [0.0, 0.0, 0.0], [0.0, 0.0, 0.0], [0.0, 0.0, 0.0], [0.0, 0.0, 0.0], [0.0, 0.0, 0.0]],
  "orbital_gap_ev": 9.27,
  "charge": 2,
  "e_above_lowest_kcal_mol": 13.9,
  "e_lumo_ev": -4.917,
  "homo_ev": -14.18,
  "multiplicity": 1,
  "energy_ha": -5184.1589
}



No. 3
{
  "formula": "C9H14",
  "method": "ωB97M-V with the def2-TZVPD basis set",
  "symbols": ["C", "C", "C", "C", "C", "C", "C", "C", "C", "H", "H", "H", "H", "H", "H", "H", "H", "H", "H", "H", "H", "H", "H"],
  "xyz": [[-1.701, 0.100, -0.813], [0.749, 1.115, -1.573], [-1.601, 0.980, -1.948], [1.421, -1.195, 3.342], [-0.360, 1.397, -2.358], [-2.832, 1.464, -2.656], [0.651, 0.189, -0.470], [-0.541, -0.345, -0.128], [2.451, -1.888, 2.481], [-2.938, 1.026, -3.649], [2.692, -2.938, 2.642], [-0.276, 2.030, -3.237], [1.710, 1.588, -1.708], [1.372, -0.142, 3.024], [2.119, -1.873, 1.441], [3.395, -1.327, 2.449], [1.606, -1.163, 4.404], [1.510, 0.065, 0.163], [0.433, -1.605, 3.157], [-2.812, 2.554, -2.725], [-0.657, -1.106, 0.624], [-3.718, 1.215, -2.095], [-2.673, -0.141, -0.369]],
  "forces_ev_per_angstrom": [[0.7, -0.4, 1.2], [-0.5, -0.1, -0.1], [-1.0, 0.0, -0.5], [-0.3, 0.6, -0.5], [1.3, 0.5, -0.1], [0.2, 0.0, 0.7], [0.4, 0.9, 0.0], [-1.9, -0.4, -0.7], [0.8, 0.2, -0.8], [0.2, 0.1, -0.1], [-0.2, 0.1, 0.6], [0.1, 0.0, 0.2], [0.0, 0.1, -0.4], [0.0, -0.2, 0.1], [-0.2, 0.0, -0.2], [-0.1, -0.2, 0.3], [0.2, -0.3, 0.3], [0.4, -0.4, 0.0], [-0.2, -0.2, 0.2], [0.1, -0.1, -0.3], [0.1, 0.1, 0.4], [-0.3, -0.2, 0.2], [0.3, 0.0, -0.5]],
  "orbital_gap_ev": [10.05, 6.17],
  "charge": 1,
  "e_above_lowest_kcal_mol": 9.2,
  "e_lumo_ev": [-4.504, -8.395],
  "homo_ev": [-14.56, -14.56],
  "multiplicity": 2,
  "energy_ha": -350.9943
}



Q: What is the formula in the first record?
A: C36H99N9O9